Below is the molecule C6H11N3O3S at a distorted geometry, with properties calculated with ωB97M-V/def2-TZVPD.

The calculation puts the highest occupied orbital energy at -9.6 eV. The SMILES is [H]/N=C1/C=C[C@@H](N)[C@@](N)(S(=O)(=O)O)C1. The value obtained for the HOMO-LUMO gap is 10.1 eV. The lowest unoccupied orbital energy is 0.54 eV.

Element x y z (Å)
C (0.9076, -0.8048, -1.7068)
C (1.2074, 0.4557, -1.3524)
C (0.5311, -1.7594, -0.7066)
C (0.1042, -1.2155, 0.6592)
C (0.8850, 1.1524, -0.0079)
C (-0.1826, 0.3153, 0.6775)
N (0.7607, -2.9870, -0.9470)
N (-0.5278, 0.8720, 1.8734)
N (0.4192, 2.5671, -0.0271)
O (-1.7974, 1.4217, -1.4417)
O (-1.6246, -1.1188, -1.7572)
O (-2.8097, -0.0912, 0.2574)
S (-1.7712, 0.2108, -0.6708)
H (1.2689, -1.2446, -2.6206)
H (1.5300, 1.1131, -2.2578)
H (-0.8433, -1.6370, 0.9585)
H (0.9495, -1.5794, 1.3026)
H (1.8168, 1.1838, 0.7405)
H (0.7258, -3.5221, -0.0858)
H (-0.7184, 1.7791, 1.9052)
H (-1.2134, 0.2930, 2.3484)
H (-1.1521, -0.6967, -2.5685)
H (-0.4819, 2.6629, -0.4723)
H (1.2281, 3.1246, -0.2548)

Atomic forces in eV per Å
C 1.5 1.2 0.7
C 0.0 1.8 -2.2
C 0.1 -0.8 0.9
C 0.9 0.4 0.2
C 0.9 0.2 0.6
C 1.5 -1.2 -1.9
N 0.4 0.3 0.2
N -0.4 -5.8 0.6
N 1.1 -1.9 0.7
O -0.5 0.1 -0.7
O -0.2 2.9 -0.5
O -1.1 -0.6 -0.3
S 1.6 -0.4 0.6
H -0.3 0.2 -0.5
H -0.2 -0.9 2.0
H -0.1 -0.8 0.3
H -0.9 0.8 0.1
H -1.7 -0.5 -1.8
H -0.5 -0.4 0.1
H -0.8 4.7 -0.1
H 0.1 0.3 0.2
H -1.2 -1.0 1.8
H 0.5 0.5 -0.7
H -0.8 0.6 -0.5

Mulliken atomic charge list, values in e, 5 entries: atom 1 (C): -1.35, atom 2 (C): -0.38, atom 3 (C): 1.28, atom 4 (C): -1.12, atom 5 (C): 0.19



Below is the molecule C2H6ClNO3S at a distorted geometry, with properties calculated with ωB97M-V/def2-TZVPD.

The calculation puts the highest occupied orbital energy at -10.2 eV. The SMILES is N[C@H](CCl)S(=O)(=O)O. The value obtained for the HOMO-LUMO gap is 10.6 eV. The lowest unoccupied orbital energy is 0.40 eV.

Element x y z (Å)
C (1.3929, 0.7349, 0.2606)
C (-0.0560, 0.6513, -0.2722)
N (-0.2275, 0.2701, -1.6454)
O (-2.3466, -0.5965, 0.4583)
O (-0.6061, -0.2550, 2.2133)
O (-0.3103, -1.8793, 0.3762)
S (-0.9546, -0.4672, 0.8258)
Cl (2.2412, 1.9602, -0.7034)
H (1.9241, -0.2022, 0.4249)
H (1.3191, 1.1950, 1.2335)
H (-0.5573, 1.5897, -0.0959)
H (0.3874, -0.4201, -1.9266)
H (-0.9679, -2.6017, 0.6788)
H (-1.2383, 0.0208, -1.8278)

Atomic forces in eV per Å
C -1.0 0.9 0.3
C 0.5 -1.0 -0.2
N -2.8 1.6 0.7
O 0.6 0.8 0.0
O -0.2 0.3 -1.1
O -1.0 -1.1 0.6
S -0.8 -1.7 1.4
Cl 0.4 -0.3 -0.2
H 0.0 0.0 -0.7
H -0.1 -0.1 0.4
H -0.1 0.5 0.2
H 1.2 -1.8 -0.6
H 1.4 1.6 -0.7
H 1.8 0.3 0.1

Mulliken atomic charge list, values in e, 5 entries: atom 1 (C): -0.65, atom 2 (C): -0.18, atom 3 (N): -0.60, atom 4 (O): -0.62, atom 5 (O): -0.60



Below is the molecule C7H14, with properties calculated with ωB97M-V/def2-TZVPD.

The calculation puts the highest occupied orbital energy at -10.2 eV. The SMILES is CC(C)(C)C1CC1. The value obtained for the HOMO-LUMO gap is 11.2 eV. The lowest unoccupied orbital energy is 1.00 eV.

Element x y z (Å)
C (-1.0224, -1.6492, 0.5022)
C (-0.1615, -0.3737, 0.5054)
C (1.3065, -0.7702, 0.6892)
C (-0.6035, 0.7014, 1.5289)
C (-0.4085, 0.2977, -0.8449)
C (0.5081, 0.4742, -2.0024)
C (0.0314, 1.6839, -1.1624)
H (-2.0894, -1.4010, 0.4799)
H (-0.8078, -2.2293, -0.4054)
H (-0.8440, -2.3036, 1.3621)
H (1.4555, -1.3395, 1.6153)
H (1.6437, -1.3968, -0.1451)
H (1.9595, 0.1083, 0.7381)
H (-0.6652, 1.6427, 0.9696)
H (-1.5948, 0.5173, 1.9578)
H (0.1172, 0.8748, 2.3344)
H (-1.4267, 0.1283, -1.1929)
H (1.5774, 0.3376, -1.8841)
H (0.1531, 0.1195, -2.9721)
H (-0.7046, 2.4460, -1.4249)
H (0.8348, 2.1006, -0.5479)

Atomic forces in eV per Å
C -0.1 0.0 0.0
C 0.0 0.1 -0.1
C 0.1 0.1 0.0
C -0.1 0.1 0.1
C -0.2 -0.1 0.0
C 0.2 0.2 -0.1
C 0.2 0.0 -0.5
H 0.1 0.0 0.0
H 0.0 0.1 0.2
H 0.0 0.2 0.0
H -0.1 0.2 -0.1
H -0.1 0.1 0.1
H -0.1 -0.1 0.0
H -0.1 -0.1 0.6
H 0.2 -0.1 0.0
H -0.1 -0.3 0.0
H 0.0 0.0 0.1
H -0.1 -0.3 0.1
H 0.0 0.7 0.1
H 0.2 -0.4 -0.4
H -0.2 -0.2 -0.2

Mulliken atomic charge list, values in e, 5 entries: atom 1 (C): -1.83, atom 2 (C): 2.15, atom 3 (C): -1.94, atom 4 (C): -1.51, atom 5 (C): -0.45



Below is the ion C8H12N3O with charge +1 at a distorted geometry, with properties calculated with ωB97M-V/def2-TZVPD.

The calculation puts the highest occupied orbital energy at -13.0 eV. The SMILES is CNC(=O)C1([n+]2cc[nH]c2)CC1. Its net charge is +1. The value obtained for the HOMO-LUMO gap is 9.9 eV. The lowest unoccupied orbital energy is -3.13 eV.

Element x y z (Å)
C (-3.1808, 1.6138, 0.2928)
C (-1.7447, 1.7106, 0.3089)
C (-2.2173, -0.1961, -0.5467)
C (0.5858, -1.0569, 0.3098)
C (1.2477, 0.6876, -1.6473)
C (1.1795, 1.4685, -0.3801)
C (0.1993, 0.3398, -0.1687)
C (2.5079, -2.3341, 1.1901)
N (-3.3798, 0.3797, -0.2187)
N (-1.1910, 0.5595, -0.2351)
N (1.7960, -1.1055, 0.8392)
O (-0.1759, -2.0114, 0.1582)
H (-3.8795, 2.3697, 0.6888)
H (-1.1676, 2.6061, 0.6874)
H (-2.1348, -1.1942, -0.9578)
H (0.5078, 0.7489, -2.4674)
H (2.0680, -0.0218, -1.8551)
H (2.0957, 1.2577, 0.1277)
H (0.8479, 2.5907, -0.4093)
H (2.6622, -3.0706, 0.3383)
H (3.5631, -2.1977, 1.6055)
H (1.8878, -2.8645, 1.8584)
H (-4.2462, -0.0275, -0.5467)
H (2.1690, -0.2525, 1.0279)

Atomic forces in eV per Å
C 4.3 1.3 0.7
C -2.5 2.3 0.9
C -0.5 -2.2 -0.7
C -1.3 -0.2 -0.2
C -2.6 -1.2 0.8
C -0.7 1.5 -0.9
C 2.6 -1.1 -2.3
C 1.6 -0.9 -1.1
N -0.1 -0.7 -1.0
N -1.2 2.5 0.9
N 0.4 -2.6 -0.4
O 0.4 0.8 0.0
H 0.2 -1.0 -0.5
H -0.6 -1.6 -0.6
H 0.0 0.2 0.1
H 0.7 0.7 0.5
H -0.6 0.4 0.5
H 0.4 0.8 0.6
H 0.6 -2.4 0.3
H -0.4 1.3 0.5
H -1.8 0.4 -0.4
H -0.4 -0.7 1.1
H -0.1 0.1 0.3
H 1.7 2.3 0.8

Mulliken atomic charge list, values in e, 5 entries: atom 1 (C): -0.41, atom 2 (C): -0.25, atom 3 (C): -0.14, atom 4 (C): 0.64, atom 5 (C): -0.59



Below is a structure of composition C4H6O3Y at a distorted geometry, with properties calculated with ωB97M-V/def2-TZVPD.

The calculation puts the highest occupied orbital energy (alpha / beta) at -21.9 / -19.2 eV. Its net charge is +3. The value obtained for the HOMO-LUMO gap (alpha / beta) is 9.0 / 4.1 eV. The lowest unoccupied orbital energy (alpha / beta) is -12.87 / -15.16 eV.

Element x y z (Å)
H (-0.5312, 0.1820, 1.3627)
O (0.5706, 1.2071, -0.1327)
O (0.7083, -0.6587, -1.2630)
O (2.5681, 0.5259, -0.9202)
C (-0.6848, 0.1855, 0.2854)
C (-0.4330, -0.8465, -0.5857)
C (1.3394, 0.4970, -0.8525)
H (-1.0917, -1.6284, -0.9569)
Y (4.5472, 1.7257, -0.8494)
H (-2.3400, -0.0353, 1.0401)
C (-3.1478, 0.6445, 0.3038)
H (-3.5286, 1.3157, 1.0819)
H (-3.0200, 1.2467, -0.6048)
H (-3.7899, -0.1969, 0.0136)

Atomic forces in eV per Å
H -0.4 0.1 0.1
O -1.8 -0.6 0.7
O -0.8 -0.5 -0.4
O 0.2 1.4 -0.9
C 2.1 1.7 0.6
C 0.8 0.4 -1.8
C 0.1 -1.9 1.7
H 0.2 -0.4 0.4
Y -0.2 -0.4 -0.1
H -1.4 1.5 -1.8
C 0.2 -1.0 1.0
H 0.2 -0.1 0.2
H 0.8 -0.2 0.1
H 0.0 -0.2 0.1

Mulliken atomic charge list, values in e, 5 entries: atom 1 (H): 0.37, atom 2 (O): -0.32, atom 3 (O): -0.17, atom 4 (O): -0.51, atom 5 (C): -0.27



Below is the molecule C2H4N4O at a distorted geometry, with properties calculated with ωB97M-V/def2-TZVPD.

The calculation puts the highest occupied orbital energy at -10.0 eV. The SMILES is [H]/N=c1/[nH][nH]/c(=N/[H])o1. The value obtained for the HOMO-LUMO gap is 10.8 eV. The lowest unoccupied orbital energy is 0.76 eV.

Element x y z (Å)
C (0.0496, 0.7076, 0.9200)
C (0.2833, -0.4716, -1.0194)
H (0.3997, 2.4619, 1.5178)
H (-1.7804, -0.2673, 1.1946)
H (-0.9503, -1.7831, -0.6562)
H (2.2157, -0.7669, -1.6862)
N (-0.2458, 1.7060, 1.6001)
N (-0.8819, -0.4437, 0.8321)
N (-1.0621, -0.7360, -0.7108)
N (1.1313, -0.8586, -1.9385)
O (0.8408, 0.4517, -0.0535)

Atomic forces in eV per Å
C -5.3 -2.1 -0.3
C 5.5 0.9 -1.8
H 0.7 0.6 0.0
H -1.2 0.6 0.4
H -1.1 1.0 -0.5
H -3.5 0.6 -0.5
N 0.2 -0.1 1.0
N 0.7 0.0 -1.0
N 2.2 -1.2 2.8
N -0.9 -0.2 2.6
O 2.6 0.0 -2.6

Mulliken atomic charge list, values in e, 5 entries: atom 1 (C): 0.67, atom 2 (C): 0.52, atom 3 (H): 0.26, atom 4 (H): 0.27, atom 5 (H): 0.36



Number 1: DFT total energy -1023.31446 a.u.. Number 2: DFT total energy -1218.64321 a.u.. Number 3: DFT total energy -275.06710 a.u.. Number 4: DFT total energy -551.24216 a.u.. Number 5: DFT total energy -418.64653 a.u.. Number 6: DFT total energy -372.78011 a.u..